(one)
Density functional theory data (ωB97M-V/def2-TZVPD) for a cluster of 7 separate species, H14O7 in total.

Results
Molar mass (Da): 126.10
Total charge: 0
HOMO (eV): -11.2

Geometry (Å):
O (0.783, 2.053, -2.446)
H (0.792, 1.180, -2.034)
H (1.645, 2.134, -2.868)
O (0.773, -2.298, -0.790)
H (1.721, -2.165, -0.877)
H (0.405, -1.406, -0.652)
O (-2.297, -3.419, 0.028)
H (-1.591, -3.033, -0.509)
H (-3.045, -3.513, -0.571)
O (-1.837, -1.274, 1.858)
H (-1.114, -1.486, 2.460)
H (-1.894, -2.048, 1.249)
O (2.986, 1.714, 1.167)
H (3.828, 1.346, 1.455)
H (2.436, 0.947, 0.963)
O (-0.136, 0.205, -0.021)
H (-0.173, 1.180, -0.013)
H (-0.744, -0.072, 0.698)
O (-0.863, 2.933, 0.238)
H (-1.220, 3.420, 0.989)
H (-0.453, 3.602, -0.325)

Mulliken population analysis, charges in e, atoms 1 to 4: atom 1 (O): -0.624, atom 2 (H): 0.312, atom 3 (H): 0.312, atom 4 (O): -0.643

(two)
Density functional theory data (ωB97M-V/def2-TZVPD) for a cluster of 7 separate species, H14O7 in total.

Results
Molar mass (Da): 126.10
Total charge: 0
HOMO (eV): -10.8

Geometry (Å):
O (1.103, -1.948, -0.808)
H (0.324, -1.882, -0.252)
H (1.508, -1.071, -0.870)
O (2.746, 0.337, -0.158)
H (3.656, 0.384, 0.108)
H (2.268, 0.336, 0.693)
O (0.677, 0.557, 1.662)
H (-0.253, 0.826, 1.638)
H (0.619, -0.047, 2.420)
O (-1.391, -2.272, 0.570)
H (-0.692, -2.873, 0.601)
H (-1.786, -1.425, 0.290)
O (-1.131, 2.090, 0.292)
H (-2.067, 2.279, 0.218)
H (-0.713, 1.823, -0.559)
O (-2.473, -0.008, -0.306)
H (-1.917, 0.693, 0.064)
H (-2.941, -0.783, -0.537)
O (0.699, 1.326, -1.540)
H (1.440, 0.809, -1.229)
H (0.324, 0.847, -2.296)

Mulliken population analysis, charges in e, atoms 1 to 4: atom 1 (O): -0.593, atom 2 (H): 0.416, atom 3 (H): 0.291, atom 4 (O): -0.711

(three)
Density functional theory data (ωB97M-V/def2-TZVPD) for a cluster of 7 separate species, H14O7 in total.

Results
Molar mass (Da): 126.10
Total charge: 0
HOMO (eV): -10.8

Geometry (Å):
O (1.192, -3.003, -1.619)
H (0.838, -3.240, -0.751)
H (0.448, -3.095, -2.226)
O (3.062, -0.864, -1.985)
H (3.702, -1.116, -2.658)
H (2.424, -1.604, -1.946)
O (-0.031, 0.005, 0.261)
H (0.560, -0.460, -0.347)
H (-0.583, 0.570, -0.321)
O (0.046, 2.546, 1.939)
H (-0.329, 1.682, 1.715)
H (0.930, 2.349, 2.264)
O (-3.690, 0.921, 1.351)
H (-3.268, 0.236, 0.816)
H (-4.344, 1.329, 0.772)
O (-1.693, 1.714, -1.259)
H (-2.593, 1.928, -0.985)
H (-1.685, 1.818, -2.219)
O (1.828, -0.930, 2.427)
H (1.704, -0.291, 3.136)
H (1.480, -0.494, 1.633)

Mulliken population analysis, charges in e, atoms 1 to 4: atom 1 (O): -0.700, atom 2 (H): 0.328, atom 3 (H): 0.320, atom 4 (O): -0.646

(four)
Density functional theory data (ωB97M-V/def2-TZVPD) for a cluster of 7 separate species, H14O7 in total.

Results
Molar mass (Da): 126.10
Total charge: 0
HOMO (eV): -10.9

Geometry (Å):
O (-1.824, -0.851, -1.352)
H (-1.475, -1.722, -1.602)
H (-2.641, -0.871, -1.863)
O (0.782, -2.232, -1.454)
H (0.848, -1.293, -1.217)
H (0.854, -2.643, -0.583)
O (-2.088, 2.003, 0.768)
H (-1.586, 2.819, 0.582)
H (-1.960, 1.605, -0.107)
O (0.703, 1.597, -1.435)
H (0.446, 2.508, -1.262)
H (0.962, 1.325, -0.553)
O (-2.020, -0.329, 2.183)
H (-2.849, -0.374, 2.664)
H (-2.136, 0.497, 1.679)
O (3.952, 1.735, -0.328)
H (4.186, 0.788, -0.396)
H (4.808, 2.083, -0.595)
O (0.606, -2.292, 1.347)
H (-0.133, -1.679, 1.297)
H (0.566, -2.676, 2.227)

Mulliken population analysis, charges in e, atoms 1 to 4: atom 1 (O): -0.546, atom 2 (H): 0.318, atom 3 (H): 0.259, atom 4 (O): -0.670

So which one wins? Going from most stable to least: (one), (three), (four), (two).

(one)
Density functional theory data (ωB97M-V/def2-TZVPD) for a structure of composition H14O7.

Results
Molar mass (Da): 126.10
Total charge: 0
HOMO (eV): -10.2

Geometry (Å):
O (17.388, 11.103, -0.410)
H (16.437, 11.129, -0.306)
H (17.559, 10.264, -0.838)
O (14.900, 12.571, 2.711)
H (15.601, 12.067, 3.125)
H (14.235, 12.662, 3.393)
O (17.173, 13.138, 2.414)
H (17.409, 12.973, 3.326)
H (16.752, 12.329, 2.124)
O (14.307, 9.122, 1.502)
H (14.560, 10.015, 1.737)
H (14.966, 8.846, 0.864)
O (15.294, 11.113, 1.335)
H (14.949, 11.477, 0.520)
H (15.074, 11.765, 2.001)
O (14.405, 11.120, -1.075)
H (14.272, 10.232, -0.742)
H (13.695, 11.249, -1.704)
O (14.930, 13.247, -0.703)
H (14.163, 12.678, -0.763)
H (14.844, 13.676, 0.148)

Mulliken population analysis, charges in e, atoms 1 to 4: atom 1 (O): -0.638, atom 2 (H): 0.570, atom 3 (H): 0.277, atom 4 (O): -0.522

(two)
Density functional theory data (ωB97M-V/def2-TZVPD) for a cluster of 7 separate species, H14O7 in total.

Results
Molar mass (Da): 126.10
Total charge: 0
HOMO (eV): -10.6

Geometry (Å):
O (-1.276, -0.959, 0.348)
H (-1.301, -0.738, -0.583)
H (-2.157, -0.761, 0.666)
O (0.187, -2.215, -3.061)
H (-0.052, -3.120, -2.864)
H (-0.231, -2.034, -3.903)
O (-3.912, 3.080, 0.951)
H (-4.589, 2.410, 1.043)
H (-3.995, 3.616, 1.739)
O (1.423, -3.568, 0.761)
H (1.308, -4.427, 0.356)
H (0.580, -3.131, 0.639)
O (1.927, 0.392, 2.489)
H (0.971, 0.379, 2.529)
H (2.167, 1.276, 2.768)
O (3.284, -0.501, -1.211)
H (3.445, 0.383, -1.540)
H (2.799, -0.934, -1.913)
O (0.039, 3.432, 0.009)
H (-0.914, 3.377, 0.078)
H (0.295, 4.045, 0.699)

Mulliken population analysis, charges in e, atoms 1 to 4: atom 1 (O): -0.609, atom 2 (H): 0.315, atom 3 (H): 0.303, atom 4 (O): -0.614

So which one wins? Going from most stable to least: (two), (one).

(one)
Density functional theory data (ωB97M-V/def2-TZVPD) for a cluster of 7 separate species, H14O7 in total.

Results
Molar mass (Da): 126.10
Total charge: 0
HOMO (eV): -11.0

Geometry (Å):
O (-1.489, -1.473, 1.524)
H (-2.384, -1.521, 1.236)
H (-1.008, -2.179, 1.055)
O (2.359, 0.205, -1.217)
H (2.970, -0.261, -1.804)
H (2.277, -0.475, -0.554)
O (-2.691, 1.367, 1.241)
H (-2.877, 2.285, 1.251)
H (-2.026, 1.302, 0.577)
O (0.291, 2.698, -1.771)
H (0.032, 1.977, -1.200)
H (0.266, 2.331, -2.607)
O (0.833, -1.631, -3.339)
H (0.906, -0.865, -2.748)
H (0.408, -2.305, -2.830)
O (0.808, -1.065, 3.520)
H (0.517, -0.163, 3.327)
H (1.528, -0.930, 4.143)
O (-0.513, 0.478, -0.026)
H (-0.612, -0.223, 0.650)
H (0.396, 0.445, -0.425)

Mulliken population analysis, charges in e, atoms 1 to 4: atom 1 (O): -0.638, atom 2 (H): 0.290, atom 3 (H): 0.328, atom 4 (O): -0.631

(two)
Density functional theory data (ωB97M-V/def2-TZVPD) for a cluster of 7 separate species, H14O7 in total.

Results
Molar mass (Da): 126.10
Total charge: 0
HOMO (eV): -10.9

Geometry (Å):
O (0.564, -0.566, -0.166)
H (-0.307, -0.415, -0.549)
H (0.799, -1.454, -0.459)
O (4.313, -1.756, -1.516)
H (5.057, -1.323, -1.081)
H (4.172, -2.556, -0.998)
O (0.714, 2.301, 0.613)
H (-0.184, 2.108, 0.322)
H (1.268, 1.982, -0.108)
O (-3.423, -2.076, -0.184)
H (-3.647, -1.217, -0.560)
H (-4.134, -2.655, -0.481)
O (-2.338, -0.790, 2.332)
H (-2.172, -0.573, 1.408)
H (-2.679, 0.030, 2.707)
O (3.126, 0.961, 1.283)
H (3.978, 0.703, 1.653)
H (3.292, 1.827, 0.894)
O (-2.859, 1.884, -2.271)
H (-3.409, 1.241, -1.809)
H (-2.825, 2.638, -1.672)

Mulliken population analysis, charges in e, atoms 1 to 4: atom 1 (O): -0.551, atom 2 (H): 0.293, atom 3 (H): 0.280, atom 4 (O): -0.625

So which one wins? Going from most stable to least: (one), (two).